(1)
Computed, not measured: a cluster of 2 separate species, C4H6IO3 in total at a distorted geometry, with ωB97M-V/def2-TZVPD.

```
! wB97M-V def2-TZVPD RIJCOSX def2/J DEFGRID3
* xyz -1 1
I 6.003 11.425 -14.253
C 2.552 7.594 -12.137
C 2.464 7.994 -13.631
C 3.786 8.147 -14.321
O 3.550 7.477 -15.546
C 2.492 6.708 -15.418
O 2.056 5.920 -16.253
O 1.881 6.896 -14.270
H 1.698 7.003 -11.806
H 2.628 8.414 -11.423
H 3.429 6.978 -11.934
H 1.868 8.889 -13.812
H 4.560 7.652 -13.735
H 4.008 9.207 -14.449
*
```

The maximum force comes out at 4.02 eV Å⁻¹. The calculated total energy comes out at -679.5428 a.u. For the frontier orbital gap, the calculation gives 6.92 eV. Its LUMO energy is 3.16 eV.



(2)
Computed, not measured: the molecule C2H3N3O at a distorted geometry, with ωB97M-V/def2-TZVPD.

```
! wB97M-V def2-TZVPD RIJCOSX def2/J DEFGRID3
* xyz 0 1
N 1.678 -0.264 -0.202
C 0.239 -0.284 -0.053
C -0.758 0.776 0.142
N -1.986 0.262 -0.133
N -1.910 -0.923 -0.167
O -0.557 -1.389 0.131
H 2.222 -0.937 0.210
H 1.862 0.822 -0.027
H -0.791 1.938 0.099
*
```

The maximum force comes out at 7.60 eV Å⁻¹. As for the structure (SMILES): Nc1cnno1. The calculated total energy comes out at -317.3961 a.u. For the frontier orbital gap, the calculation gives 9.57 eV. Its LUMO energy is 0.54 eV.



(3)
Computed, not measured: a structure of composition C22H32Cl2N3O3Sn at a distorted geometry, with ωB97M-V/def2-TZVPD.

```
! wB97M-V def2-TZVPD RIJCOSX def2/J DEFGRID3
* xyz -1 1
O -0.018 1.228 -2.257
C -1.164 1.562 -2.854
C -0.821 2.143 -4.290
C 0.372 2.856 -4.588
H 0.952 3.171 -3.724
C 0.847 3.046 -5.895
H 1.839 3.493 -6.030
C 0.061 2.555 -6.958
H 0.411 2.749 -7.962
C -1.179 1.921 -6.743
H -1.738 1.564 -7.622
C -1.578 1.694 -5.405
H -2.485 1.090 -5.286
H -2.010 0.741 -3.110
C -2.768 3.253 -1.989
C -2.361 1.797 -2.052
H -3.254 3.591 -1.065
H -3.400 3.462 -2.872
H -1.813 3.827 -2.066
C -2.543 0.845 -1.058
C -3.268 0.894 0.238
H -2.245 -0.154 -1.407
H -4.186 1.494 0.152
H -2.624 1.339 1.008
H -3.537 -0.116 0.617
Sn 0.842 0.056 -0.821
Cl 2.115 2.146 -0.308
Cl -0.113 -1.576 -2.514
H 4.776 0.287 -3.742
H 6.006 1.264 -2.045
C 3.883 0.197 -3.109
C 5.251 1.095 -1.257
N 4.277 0.113 -1.701
H 3.335 -0.694 -3.407
C 3.609 -0.584 -0.804
O 2.528 -1.204 -1.135
H 5.709 0.693 -0.346
H 3.900 -0.456 0.251
H 3.238 1.066 -3.323
H 4.750 2.044 -0.984
H -1.778 -5.478 1.600
H -0.436 -6.510 -0.590
C -2.098 -4.681 0.910
C -0.966 -5.680 -1.086
N -1.149 -4.547 -0.186
H -2.156 -3.723 1.432
C -0.433 -3.415 -0.304
O -0.569 -2.410 0.411
H -0.384 -5.350 -1.956
H 0.274 -3.419 -1.149
H -3.077 -4.962 0.496
H -1.948 -6.051 -1.413
C 0.850 0.229 4.160
C 0.182 1.308 3.557
C 0.039 1.327 2.171
N 0.555 0.328 1.422
C 1.196 -0.705 1.995
C 1.339 -0.791 3.371
H 0.951 0.186 5.245
H -0.243 2.119 4.128
H -0.486 2.137 1.674
H 1.552 -1.506 1.333
H 1.823 -1.690 3.751
*
```

The maximum force comes out at 5.39 eV Å⁻¹. The calculated total energy comes out at -2382.1014 a.u. For the frontier orbital gap, the calculation gives 4.41 eV. Its LUMO energy is 2.74 eV.



(4)
Computed, not measured: a cluster of 2 separate species, C2H6OS in total, with ωB97M-V/def2-TZVPD.

```
! wB97M-V def2-TZVPD RIJCOSX def2/J DEFGRID3
* xyz 0 1
C 0.898 0.342 -1.962
C 1.135 -0.209 -0.787
O 2.152 0.142 0.076
H 0.098 -0.058 -2.571
H 1.562 1.050 -2.440
H 0.534 -1.035 -0.429
H 2.072 1.084 0.257
S -1.981 -0.107 1.146
H -0.698 -0.321 1.452
H -2.310 -1.392 1.325
*
```

The maximum force comes out at 0.61 eV Å⁻¹. As for the structure (SMILES): C=CO.S. The calculated total energy comes out at -553.1789 a.u. For the frontier orbital gap, the calculation gives 10.23 eV. Its LUMO energy is 0.79 eV.



(5)
Computed, not measured: the molecule C23H27NO2, with ωB97M-V/def2-TZVPD.

```
! wB97M-V def2-TZVPD RIJCOSX def2/J DEFGRID3
* xyz 0 1
C 1.618 1.531 0.838
C 3.052 1.284 0.343
C 3.653 2.625 -0.121
C 3.907 0.791 1.516
N 3.134 0.336 -0.769
C 2.406 0.673 -1.976
C 0.975 0.377 -2.030
C -0.193 0.133 -2.156
C -1.592 -0.189 -2.351
C -2.396 -0.274 -1.033
O -3.761 -0.523 -1.325
C -2.289 1.001 -0.224
C -2.673 2.275 -0.576
C -2.483 3.301 0.341
C -1.923 3.049 1.583
C -1.539 1.767 1.943
C -1.723 0.741 1.031
C -1.427 -0.681 1.123
C -0.879 -1.432 2.150
C -0.720 -2.797 1.964
C -1.099 -3.402 0.776
C -1.650 -2.652 -0.258
C -1.808 -1.296 -0.078
C 3.219 -1.082 -0.517
C 1.996 -1.766 0.118
O 2.142 -3.161 -0.054
H 1.185 0.621 1.243
H 0.979 1.875 0.028
H 1.620 2.290 1.617
H 2.964 3.181 -0.751
H 3.879 3.246 0.742
H 4.574 2.447 -0.671
H 3.508 -0.120 1.950
H 4.929 0.613 1.191
H 3.922 1.551 2.293
H 2.878 0.121 -2.801
H 2.538 1.738 -2.180
H -1.668 -1.150 -2.872
H -2.056 0.578 -2.979
H -3.840 -1.413 -1.687
H -3.122 2.473 -1.538
H -2.779 4.307 0.083
H -1.787 3.862 2.281
H -1.107 1.574 2.913
H -0.585 -0.966 3.078
H -0.297 -3.398 2.757
H -0.978 -4.469 0.653
H -1.941 -3.138 -1.179
H 4.097 -1.293 0.096
H 3.380 -1.576 -1.480
H 1.083 -1.411 -0.373
H 1.927 -1.530 1.189
H 1.349 -3.591 0.284
*
```

The maximum force comes out at 0.64 eV Å⁻¹. As for the structure (SMILES): CC(C)(C)N(CC#CCC1(O)c2ccccc2-c2ccccc21)CCO. The calculated total energy comes out at -1097.8078 a.u. For the frontier orbital gap, the calculation gives 8.58 eV. Its LUMO energy is 0.42 eV.



(6)
Computed, not measured: a structure of composition C4H6O2, with ωB97M-V/def2-TZVPD.

```
! wB97M-V def2-TZVPD RIJCOSX def2/J DEFGRID3
* xyz 0 1
C -0.835 0.599 -1.267
C -0.790 -0.034 0.073
C 1.037 -1.099 0.574
O 0.895 -0.186 1.623
C -0.107 0.641 1.165
O -0.400 1.699 1.657
H -1.414 0.035 -2.002
H -1.393 1.524 -1.047
H 0.123 0.922 -1.700
H -0.064 -1.251 0.125
H 1.734 -0.772 -0.201
H 1.266 -2.100 0.949
*
```

The maximum force comes out at 0.45 eV Å⁻¹. The calculated total energy comes out at -306.3552 a.u. For the frontier orbital gap, the calculation gives 8.73 eV. Its LUMO energy is -0.20 eV.



(7)
Computed, not measured: a cluster of 2 separate species, C4H8NO2 in total, with ωB97M-V/def2-TZVPD.

```
! wB97M-V def2-TZVPD RIJCOSX def2/J DEFGRID3
* xyz -1 1
C 2.225 1.059 -1.637
C 1.129 0.788 -0.644
C -0.053 1.384 -0.686
H 2.334 0.197 -2.301
H 1.969 1.914 -2.266
H 3.203 1.242 -1.183
H 1.283 0.019 0.106
H -0.878 0.978 -0.114
H -0.196 2.256 -1.319
N -2.256 -2.046 2.132
C -1.504 -1.161 1.304
O -2.007 -0.922 0.181
O -0.439 -0.733 1.802
H -3.023 -2.530 1.705
H -1.787 -2.446 2.921
*
```

The maximum force comes out at 0.38 eV Å⁻¹. The calculated total energy comes out at -362.4969 a.u. For the frontier orbital gap, the calculation gives 8.00 eV. Its LUMO energy is 3.99 eV.



(8)
Computed, not measured: a cluster of 7 separate species, C36H71F6N11O2P in total at a distorted geometry, with ωB97M-V/def2-TZVPD.

```
! wB97M-V def2-TZVPD RIJCOSX def2/J DEFGRID3
* xyz 5 1
P 1.226 1.948 -0.789
F 1.217 0.783 0.377
F 1.418 0.704 -1.882
F -0.349 1.872 -1.102
F 1.539 3.089 -1.920
F 0.943 3.129 0.230
F 2.804 2.019 -0.354
C -1.623 -1.198 -0.963
C -2.936 -1.634 -1.564
N -3.306 -0.857 -2.704
C -2.584 -0.626 -3.879
C -3.294 0.176 -4.734
N -4.568 0.232 -4.200
C -4.582 -0.479 -2.978
C -5.631 1.014 -4.753
H -1.513 -0.143 -0.710
H -0.774 -1.382 -1.621
H -1.456 -1.850 -0.106
H -3.745 -1.585 -0.836
H -2.868 -2.689 -1.831
H -1.540 -0.892 -3.959
H -2.999 0.667 -5.649
H -5.367 -0.693 -2.267
H -6.531 1.087 -4.144
H -5.984 0.522 -5.660
H -5.337 2.017 -5.063
C -6.225 5.302 1.490
C -4.960 6.141 1.896
N -3.775 5.292 1.711
C -3.161 4.992 0.551
C -2.012 4.284 0.865
N -2.035 4.053 2.233
C -3.087 4.752 2.771
C -1.208 3.154 2.967
H -6.316 4.297 1.903
H -6.174 5.304 0.401
H -7.117 5.866 1.760
H -4.974 6.327 2.970
H -4.841 7.118 1.429
H -3.563 5.258 -0.416
H -1.241 3.834 0.258
H -3.436 4.587 3.780
H -1.259 3.403 4.027
H -0.209 3.137 2.532
H -1.626 2.148 2.932
C 5.334 -3.314 4.629
C 5.210 -1.864 5.148
N 4.563 -0.926 4.248
C 3.149 -0.810 4.001
C 2.962 0.338 3.259
N 4.149 0.968 3.092
C 5.113 0.209 3.758
C 4.378 2.222 2.406
H 5.809 -3.343 3.648
H 4.403 -3.841 4.418
H 5.819 -4.010 5.313
H 6.205 -1.504 5.409
H 4.677 -1.873 6.099
H 2.410 -1.503 4.375
H 2.109 0.831 2.816
H 6.161 0.451 3.849
H 3.502 2.865 2.491
H 4.603 2.052 1.353
H 5.178 2.746 2.928
C 3.938 4.119 -3.211
C 3.039 3.808 -4.423
N 3.138 2.330 -4.700
C 4.323 1.631 -4.999
C 4.098 0.272 -5.243
N 2.714 0.155 -4.992
C 2.168 1.375 -4.639
C 1.978 -1.068 -4.970
H 4.996 4.244 -3.439
H 3.641 3.469 -2.388
H 3.793 5.141 -2.862
H 3.233 4.415 -5.306
H 1.985 3.936 -4.177
H 5.308 2.065 -4.910
H 4.715 -0.592 -5.442
H 1.172 1.477 -4.234
H 2.765 -1.815 -4.870
H 1.346 -1.212 -5.846
H 1.367 -1.132 -4.070
C 2.145 -5.371 0.051
C 3.337 -5.115 1.042
N 4.104 -3.936 0.723
C 5.430 -3.723 0.973
C 5.815 -2.517 0.409
N 4.604 -1.988 -0.147
C 3.611 -2.809 0.125
C 4.377 -0.653 -0.759
H 1.669 -6.332 0.247
H 2.494 -5.444 -0.979
H 1.477 -4.513 -0.029
H 4.041 -5.924 0.849
H 2.926 -5.158 2.051
H 6.020 -4.591 1.226
H 6.801 -2.095 0.285
H 2.596 -2.526 -0.110
H 3.313 -0.415 -0.758
H 4.902 -0.571 -1.710
H 5.009 -0.047 -0.109
C -1.838 -5.372 0.437
O -2.302 -4.344 1.389
C -3.566 -4.664 2.064
C -4.173 -3.393 2.696
N -4.111 -2.120 1.795
H -3.145 -1.924 2.018
H -4.140 -2.382 0.820
C -5.140 -1.056 2.233
C -4.721 0.369 1.792
O -4.431 0.252 0.348
C -3.823 1.430 -0.214
H -1.710 -6.218 1.114
H -0.890 -5.299 -0.095
H -2.492 -5.675 -0.381
H -3.429 -5.469 2.786
H -4.320 -5.067 1.388
H -3.756 -3.160 3.675
H -5.255 -3.465 2.809
H -5.185 -1.047 3.322
H -6.065 -1.294 1.709
H -3.877 0.634 2.428
H -5.609 0.971 1.985
H -4.026 1.584 -1.274
H -2.753 1.371 -0.015
H -4.306 2.279 0.270
*
```

The maximum force comes out at 4.09 eV Å⁻¹. The calculated total energy comes out at -3106.0522 a.u. For the frontier orbital gap, the calculation gives 9.28 eV. Its LUMO energy is -10.18 eV.



Q: What is the maximum force in the first record?
A: 4.02 eV Å⁻¹